ORCA calculation (the ωB97M-V functional and the def2-TZVPD basis) on a molecular structure, C46H49N6O4PtSTe.

- Lowest unoccupied orbital energy (spin up / spin down): -9.2 / -11.5 eV
- Gap between HOMO and LUMO (spin up / spin down): 4.81 / 2.83 eV
- Electronic energy: -3196.32980 a.u.
- <S²>: 6.018

Structure (ORCA input):
```
! wB97M-V def2-TZVPD RIJCOSX def2/J DEFGRID3
* xyz 3 5
Pt -0.220 0.350 -0.294
C 3.157 2.800 4.888
C 2.445 1.858 3.953
C 3.068 0.704 3.469
C 2.441 -0.185 2.610
C 3.154 -1.411 2.130
O 2.577 -2.472 1.980
C 4.626 -1.316 1.878
C 5.216 -0.151 1.393
C 6.578 -0.118 1.131
C 7.356 -1.245 1.360
C 6.771 -2.409 1.843
C 5.409 -2.448 2.092
C 1.116 0.069 2.189
O 0.542 -0.754 1.338
C 0.451 1.229 2.682
C 1.151 2.101 3.539
C -0.961 1.467 2.403
N -1.582 0.786 1.478
C -3.040 0.704 1.420
C -3.684 0.014 2.633
Te -3.231 -2.051 2.983
C -1.592 -1.845 4.250
C -0.412 -2.528 3.971
C 0.658 -2.404 4.843
C 0.535 -1.636 5.993
C -0.661 -0.992 6.285
C -1.733 -1.091 5.412
C -1.688 2.519 3.182
C -2.237 3.591 2.480
C -2.907 4.603 3.149
C -3.044 4.548 4.530
C -2.485 3.494 5.239
C -1.797 2.492 4.570
H 4.180 2.474 5.070
H 2.650 2.857 5.852
H 3.196 3.810 4.478
H 4.083 0.491 3.783
H 4.609 0.733 1.235
H 7.040 0.791 0.766
H 8.422 -1.214 1.173
H 7.380 -3.284 2.030
H 4.940 -3.352 2.459
H 0.659 2.999 3.889
H -3.294 0.146 0.518
H -3.516 1.687 1.358
H -4.769 0.026 2.518
H -3.436 0.528 3.562
H -0.308 -3.138 3.084
H 1.587 -2.912 4.620
H 1.370 -1.553 6.677
H -0.763 -0.424 7.200
H -2.672 -0.610 5.657
H -2.113 3.642 1.403
H -3.317 5.439 2.599
H -3.571 5.335 5.054
H -2.570 3.462 6.317
H -1.323 1.695 5.126
O -1.603 -2.031 1.063
C -0.988 -2.973 0.205
C -0.991 -2.574 -1.258
C -1.138 -3.587 -2.201
C -1.081 -3.301 -3.550
C -0.887 -1.983 -3.936
C -0.757 -1.028 -2.954
N -0.801 -1.299 -1.640
H -0.872 -1.491 1.457
H -1.521 -3.919 0.290
H 0.049 -3.143 0.518
H -1.297 -4.602 -1.859
H -1.192 -4.086 -4.287
H -0.845 -1.698 -4.977
H -0.601 0.008 -3.221
C 2.453 -2.127 -1.588
N 3.042 -0.970 -2.248
C 3.628 -1.231 -3.555
C 2.930 0.255 -1.692
O 2.003 0.517 -0.877
N 3.840 1.207 -2.019
C 3.653 2.572 -1.548
C 5.224 0.881 -2.373
H 3.211 -2.907 -1.495
H 1.626 -2.526 -2.181
H 2.114 -1.860 -0.591
H 2.921 -1.828 -4.136
H 4.562 -1.790 -3.483
H 3.809 -0.302 -4.088
H 2.616 2.746 -1.281
H 3.965 3.270 -2.326
H 4.259 2.761 -0.658
H 5.435 -0.164 -2.164
H 5.885 1.481 -1.750
H 5.442 1.100 -3.418
N -1.495 5.156 -5.600
C -1.933 5.160 -4.374
S -2.891 6.406 -3.750
C -1.560 4.061 -3.445
C -2.488 3.552 -2.544
C -2.085 2.540 -1.684
N -0.847 2.042 -1.684
C 0.044 2.538 -2.552
C -0.266 3.547 -3.448
H -1.680 5.914 -6.247
H -0.996 4.356 -5.968
H -3.515 3.893 -2.520
H -2.778 2.117 -0.969
H 1.038 2.111 -2.508
H 0.512 3.936 -4.093
*
```

Atomic partial charges in e from the Löwdin method, atoms 1 to 2: 1.26 -0.03